[1]
57
Properties=species:S:1:pos:R:3 method="wB97M-V/def2-TZVPD" e_tot_ha=-4570.28969 e_homo_ha="-0.093 / -0.100" total_charge=-2 homo_lumo_gap_ev="7.169 / 7.363" e_above_lowest_kcal_mol=19.3 spin_multiplicity=2
Co -0.0259 -1.9608 -1.2348
O -2.1406 -0.4287 -0.5016
S -2.4215 -1.6663 0.2301
O -3.8475 -1.9182 0.4006
O -1.7383 -2.8119 -0.3767
C -1.8223 -1.3035 1.8865
C -2.5985 -1.6536 2.9728
C -2.2606 -1.2144 4.2435
C -1.1438 -0.4105 4.4039
C -0.3651 -0.0713 3.3102
C -0.6863 -0.5236 2.0315
P 0.3549 -0.1616 0.5514
C -0.0514 1.6897 0.5879
C 0.4926 2.6161 1.4738
C 0.1467 3.9548 1.4153
C -0.7445 4.4089 0.4587
C -1.2851 3.5046 -0.4384
C -0.9372 2.1684 -0.3712
C 2.0198 0.0282 1.3095
C 2.9201 0.8960 0.6962
C 4.1916 1.0780 1.2075
C 4.5910 0.3900 2.3415
C 3.7197 -0.5085 2.9343
C 2.4478 -0.6874 2.4223
H -3.4774 -2.2544 2.7987
H -2.8697 -1.4781 5.0993
H -0.8718 -0.0448 5.3874
H 0.5031 0.5548 3.4559
H 1.2218 2.3034 2.2054
H 0.5815 4.6509 2.1229
H -1.0016 5.4601 0.4104
H -1.9815 3.8426 -1.1948
H -1.3649 1.4605 -1.0573
H 2.6093 1.4313 -0.1908
H 4.8788 1.7632 0.7252
H 5.5796 0.5446 2.7574
H 4.0301 -1.0732 3.8045
H 1.7774 -1.3993 2.8761
O 1.0937 -3.8358 -0.9075
S 1.7915 -2.8522 -0.0540
O 2.9777 -3.3903 0.5805
O 2.0844 -1.6638 -0.9175
O 0.7855 -2.3716 0.9679
C -2.4711 -0.4907 -3.5226
C -1.0374 -0.8350 -3.9782
O -0.3793 -1.7085 -3.2200
C -0.2293 0.5036 -4.1199
F 0.8612 0.4035 -4.9010
F -0.9399 1.5222 -4.6877
F 0.1861 0.9696 -2.9495
C -1.1452 -1.3981 -5.4371
F -1.5665 -0.4706 -6.3443
F 0.0009 -1.8680 -5.9310
F -2.0334 -2.3980 -5.5473
H -2.4229 -0.1893 -2.4767
H -3.0738 -1.3939 -3.5697
H -2.9126 0.2908 -4.1394


[2]
50
Properties=species:S:1:pos:R:3 method="wB97M-V/def2-TZVPD" e_tot_ha=-1679.62279 e_homo_ha="-0.194 / -0.183" total_charge=-1 homo_lumo_gap_ev="7.530 / 7.251" e_above_lowest_kcal_mol=55.1 spin_multiplicity=2
Ru 0.5298 -4.1019 0.7919
O 3.7097 -5.4308 3.0204
C 2.8115 -4.7948 2.5039
O 1.8061 -5.2825 1.8378
C 2.7249 -3.2870 2.6511
C 3.3144 -2.5287 3.6491
C 2.8902 -1.2156 3.7834
C 1.8308 -0.7409 3.0146
C 1.2579 -1.5884 2.0799
N 1.8268 -2.7604 1.8388
C -0.2675 -1.6727 1.9299
O -0.9843 -0.7020 2.0073
O -0.6633 -2.9210 1.8940
H 4.0297 -2.9857 4.3177
H 3.3157 -0.5781 4.5487
H 1.4074 0.2411 3.1771
C -2.0462 2.6110 -3.8329
C -2.5411 2.3769 -2.4079
C -2.8729 3.6670 -1.6690
C -1.6284 4.5326 -1.5177
C -0.4606 3.7234 -1.0086
C 0.6377 4.3477 -0.4482
C 1.6906 3.5947 0.0469
F 2.7471 4.2572 0.5816
C 1.6837 2.2268 0.0203
C 0.5849 1.5738 -0.5394
C 0.5801 0.0806 -0.5301
O 1.5314 -0.5218 -0.0608
C -0.6130 -0.5255 -1.1059
C -1.5650 0.2839 -1.6263
N -1.5428 1.6406 -1.6361
C -0.4727 2.3174 -1.0705
C -0.9525 -2.0117 -1.1422
O -2.0523 -2.3143 -1.5970
O -0.0700 -2.8567 -0.7603
H -2.7595 3.2192 -4.3927
H -1.9234 1.6596 -4.3503
H -1.0818 3.1203 -3.8348
H -3.4263 1.7395 -2.4393
H -3.2643 3.4100 -0.6823
H -3.6570 4.2030 -2.2068
H -1.8253 5.3496 -0.8208
H -1.3710 4.9988 -2.4736
H 0.6840 5.4272 -0.3713
H 2.4954 1.6304 0.4142
H -2.4401 -0.1851 -2.0593
C -0.7386 -5.5893 0.2028
H -0.9423 -6.2541 1.0493
H -0.2479 -6.1804 -0.5841
H -1.6791 -5.2028 -0.1926


[3]
46
Properties=species:S:1:pos:R:3 method="wB97M-V/def2-TZVPD" e_tot_ha=-2481.49182 e_homo_ha="-0.311 / -0.437" total_charge=+1 homo_lumo_gap_ev="4.938 / 5.944" spin_multiplicity=5
Fe 0.7214 0.4601 0.1746
O -2.6443 -3.1692 4.9453
C -3.1334 -2.1772 4.4097
O -4.1135 -1.4436 4.5682
C -2.2260 -1.6118 3.3008
C -1.0170 -2.2468 2.9707
C -0.1899 -1.5799 2.0607
N -0.5201 -0.4000 1.5317
C -1.7178 0.1574 1.7843
C -2.6275 -0.4256 2.6515
C -1.9674 1.3809 0.9955
C -3.1369 2.1030 1.1738
C -3.4229 3.2141 0.4124
C -2.4961 3.6035 -0.5619
C -1.3151 2.8473 -0.6683
N -1.0230 1.7505 0.0784
C 1.1417 -2.0544 1.5678
C 1.6107 -3.2673 2.0740
C 2.8179 -3.8126 1.6531
C 3.5214 -3.1082 0.6811
C 2.9813 -1.8933 0.2138
N 1.8180 -1.3484 0.6173
H -0.8045 -3.1819 3.4717
H -3.5958 -0.0242 2.9270
H -3.8408 1.7728 1.9271
H -4.3304 3.8026 0.5177
H -2.5966 4.4200 -1.2686
H -0.5860 3.1332 -1.4195
H 1.0409 -3.8242 2.8275
H 3.2529 -4.7470 2.0341
H 4.4511 -3.4687 0.2656
H 3.5468 -1.3799 -0.5504
N 2.1480 1.3444 -1.1323
C 1.7360 1.2610 -2.5222
C 1.0133 0.1371 -2.8893
C 0.5498 -0.0443 -4.1602
C 0.8041 0.9092 -5.1292
C 1.5126 2.0542 -4.7571
C 1.9642 2.2480 -3.4592
H 2.1691 2.3139 -0.8492
H 3.0951 1.0055 -1.0463
H 0.8533 -0.6463 -2.1575
H -0.0265 -0.9303 -4.3875
H 0.4118 0.8487 -6.1464
H 1.6700 2.8524 -5.4992
H 2.4996 3.1654 -3.2310


[4]
55
Properties=species:S:1:pos:R:3 method="wB97M-V/def2-TZVPD" e_tot_ha=-2245.03292 e_homo_ha=-0.315 total_charge=0 homo_lumo_gap_ev=8.099 e_above_lowest_kcal_mol=17.4
Zr -0.3697 0.4691 0.8262
N -3.1812 0.9217 3.7435
C -1.9106 0.8485 3.3056
S -1.1412 2.2851 2.6840
N -1.3196 -0.3285 3.4049
N -0.0585 -0.2840 2.8252
C 0.9369 -0.9445 3.2708
C 2.2475 -0.8930 2.6345
C 3.2615 -1.6651 3.2059
C 4.5506 -1.6464 2.7096
C 4.8462 -0.8301 1.6269
C 3.8648 -0.0477 1.0415
C 2.5616 -0.0784 1.5215
O 1.6267 0.6720 0.9008
H -3.7096 1.7495 3.5359
H -3.6726 0.0602 3.9146
H 0.8171 -1.5271 4.1820
H 3.0185 -2.2913 4.0560
H 5.3181 -2.2594 3.1610
H 5.8526 -0.8038 1.2289
H 4.0836 0.5820 0.1896
C 1.7025 3.5464 -0.8077
C 0.2207 3.4638 -0.8194
N -0.5101 2.4118 -0.4840
C -1.8335 2.7872 -0.6102
C -1.8995 4.0761 -1.0337
N -0.5899 4.4773 -1.1680
C -2.9848 5.0463 -1.3356
O -4.2188 4.6316 -1.1561
O -2.6869 6.1598 -1.6950
C -2.9020 1.8383 -0.2025
O -4.0838 2.1433 -0.3151
O -2.4327 0.7343 0.2519
H 2.1220 2.5540 -0.6663
H 2.0388 4.1787 0.0153
H 2.0701 3.9687 -1.7428
H -0.3322 5.4061 -1.4693
H -4.2474 3.6865 -0.8150
O 1.3155 -2.5931 0.0016
C 0.4906 -1.9910 -0.6406
O -0.5330 -1.3410 -0.0670
C 0.5411 -1.8874 -2.1296
C -0.1066 -0.8703 -2.8112
C -0.0028 -0.7373 -4.2002
C 0.7508 -1.6798 -4.8504
O 1.0093 -1.7761 -6.1857
C 1.7517 -2.9858 -6.3586
O 2.0733 -3.4901 -5.0650
C 1.3893 -2.7097 -4.1722
C 1.3169 -2.8406 -2.8140
H -0.7333 -0.1705 -2.2747
H -0.5032 0.0565 -4.7359
H 2.6719 -2.7655 -6.8983
H 1.1323 -3.7130 -6.8892
H 1.8338 -3.6191 -2.2723